# 1
DFT (the ωB97M-V functional and the def2-TZVPD basis) results for an isolated molecule of C35H66ClIO3.

Geometry as XYZ:
```
106
Properties=species:S:1:pos:R:3:forces:R:3:lowdin_charge:R:1
C 0.874355 -4.774208 1.076582 0.564 -0.170 -0.191 -0.111
C 1.470545 -5.272979 -0.271237 -0.387 0.910 0.238 -0.236
C 1.777387 -4.055525 -1.217077 0.251 -0.893 0.800 -0.212
C 3.276921 -4.086955 -1.565740 -0.333 0.314 -1.138 -0.208
C 3.757160 -2.948398 -2.501082 0.696 0.454 0.494 -0.211
C 3.167458 -1.560815 -2.174878 -0.731 -0.532 0.265 -0.201
C 3.311241 -1.117003 -0.699300 1.043 0.562 -0.415 -0.203
C 4.694842 -1.387906 -0.045398 -0.453 0.014 1.494 -0.185
C 4.484211 -1.452671 1.507835 -0.573 0.497 -1.095 -0.206
C 3.977296 -0.115756 2.094498 0.353 -1.168 1.212 -0.200
C 3.303538 -0.397882 3.482894 -0.828 0.481 -0.674 -0.198
C 2.014697 0.466140 3.566746 1.176 0.504 1.014 -0.197
C 2.414066 1.967992 3.830798 -1.327 -0.261 -0.737 -0.181
C 1.781535 2.891033 2.753223 0.146 -0.299 -0.093 -0.211
C 2.674998 3.149870 1.524940 -0.225 0.623 -0.410 -0.207
C 2.214804 4.392564 0.715346 -0.002 -0.623 0.491 -0.199
C 0.742468 4.240821 0.233384 0.974 1.183 -0.797 -0.188
C 0.704424 3.680470 -1.211726 -0.438 -0.632 -0.215 -0.198
C 0.468700 2.141581 -1.262912 -0.031 0.537 0.807 -0.149
C -0.979221 1.744973 -0.859614 1.130 -0.630 -0.027 -0.120
C -1.869555 1.176372 -1.997016 0.366 2.731 1.165 -0.350
C -2.318948 2.455524 -2.819656 -1.221 -0.608 -0.625 -0.177
C -1.831551 2.513300 -4.287096 0.273 0.820 0.554 -0.685
C -0.338567 2.813507 -4.483028 -0.465 -0.420 -1.118 -0.173
I -2.884904 4.233307 -5.161707 -0.011 -0.285 0.082 0.797
O -1.293983 0.311221 -2.955854 0.143 -0.914 0.154 0.046
C -2.277325 -0.553766 -3.397278 -0.023 3.206 3.873 -0.582
O -2.161151 -1.274837 -4.278217 0.235 -2.552 -3.158 0.228
O -3.374382 -0.376494 -2.612058 -0.349 -0.213 -0.637 0.080
C -3.012362 0.352182 -1.397267 -0.741 -1.373 -0.862 -0.341
C -4.261133 1.048710 -0.855979 -0.089 0.742 0.399 -0.082
C -4.038870 1.901438 0.433754 -0.871 -0.082 0.364 -0.155
C -4.911047 1.420342 1.645430 1.458 0.126 0.605 -0.166
C -4.025239 0.713236 2.734333 -0.458 -0.789 -0.085 -0.199
C -4.504133 -0.738826 3.077246 0.865 0.485 0.503 -0.240
C -3.342881 -1.751204 3.262436 -0.313 -0.506 -0.173 -0.112
C -2.701370 -0.801238 -0.392351 -0.402 -0.408 0.401 -0.499
Cl -1.026825 -1.480730 -0.507196 -0.075 0.315 0.159 0.756
C -3.721015 -2.001267 -0.520912 0.831 -0.349 0.191 -0.220
C -3.175089 -3.244966 -1.262260 -1.170 -0.081 -0.199 -0.129
H 0.353700 -5.566991 1.626323 -0.044 0.211 -0.153 0.065
H 1.713116 -4.453219 1.714521 -0.280 0.060 -0.093 0.067
H 0.230278 -3.898160 0.929276 -0.113 -0.357 0.080 0.037
H 0.790994 -5.979836 -0.760615 0.242 0.011 0.130 0.098
H 2.422488 -5.757043 -0.021662 -0.306 -0.266 -0.298 0.093
H 1.472925 -3.165877 -0.653749 0.296 0.038 -0.345 0.050
H 1.157975 -4.084878 -2.123394 0.197 -0.035 0.129 0.117
H 3.915489 -4.131681 -0.672974 -0.382 0.114 0.008 0.103
H 3.449348 -5.030812 -2.108629 0.050 0.135 0.277 0.113
H 4.850923 -2.874008 -2.374518 -0.232 -0.093 -0.198 0.098
H 3.610114 -3.171059 -3.566713 -0.253 -0.076 0.290 0.107
H 3.567584 -0.793368 -2.850571 0.095 -0.221 0.159 0.108
H 2.086291 -1.621815 -2.390061 0.240 0.232 -0.014 0.099
H 2.535283 -1.522247 -0.038047 0.079 -0.137 -0.331 0.092
H 3.174220 -0.023496 -0.682784 -0.172 -0.283 0.020 0.095
H 5.128169 -2.358035 -0.309829 -0.041 0.320 -0.349 0.086
H 5.416489 -0.579707 -0.229067 -0.094 -0.286 -0.378 0.113
H 5.386250 -1.814572 2.017690 -0.227 0.135 0.004 0.113
H 3.662395 -2.171322 1.658441 0.422 -0.113 0.112 0.093
H 4.824470 0.571897 2.221490 -0.271 0.042 -0.181 0.115
H 3.211780 0.349094 1.471305 0.330 -0.140 -0.187 0.070
H 2.991787 -1.447192 3.580205 0.362 0.106 -0.177 0.098
H 3.997097 -0.172113 4.302186 -0.268 -0.041 -0.029 0.107
H 1.444705 0.378760 2.632720 0.133 -0.089 0.164 0.096
H 1.367241 0.135428 4.391479 0.113 -0.048 -0.251 0.101
H 1.977136 2.261215 4.793733 0.478 -0.041 -0.049 0.101
H 3.504568 2.065429 3.841932 -0.204 0.128 0.158 0.099
H 1.422957 3.842317 3.177252 0.379 -0.116 -0.050 0.114
H 0.870055 2.378698 2.405271 0.130 0.234 0.152 0.090
H 3.731740 3.270595 1.804104 -0.246 -0.057 0.083 0.113
H 2.627531 2.316082 0.808582 0.145 -0.048 0.429 0.081
H 2.367870 5.313361 1.298124 -0.223 -0.291 0.063 0.106
H 2.877382 4.489896 -0.155754 -0.228 0.048 0.118 0.101
H 0.330207 5.261095 0.194777 -0.070 -0.298 0.053 0.107
H 0.120786 3.687756 0.945407 0.158 -0.064 -0.253 0.094
H 1.640474 3.858630 -1.760988 -0.105 0.269 0.401 0.109
H -0.063494 4.240622 -1.764924 0.039 -0.388 -0.009 0.090
H 1.126865 1.742247 -0.475743 -0.084 -0.123 -0.371 0.089
H 0.812398 1.693255 -2.198262 -0.287 0.084 0.064 0.099
H -1.459031 2.644828 -0.456632 -0.164 -0.235 -0.311 0.107
H -0.899186 1.064903 -0.000326 -0.175 -0.041 -0.394 0.081
H -3.418370 2.431843 -2.873635 0.317 0.130 0.011 0.082
H -2.067190 3.407207 -2.345345 0.125 -0.319 0.133 0.097
H -2.167339 1.671370 -4.892619 0.086 0.128 0.122 0.076
H 0.006566 3.686495 -3.925558 -0.066 -0.325 0.182 0.062
H 0.245548 1.902203 -4.311946 0.002 0.306 0.320 0.077
H -0.205576 3.056928 -5.547238 0.136 -0.066 0.274 0.057
H -5.022960 0.300020 -0.612116 0.331 -0.052 -0.215 0.109
H -4.744512 1.701228 -1.592716 0.347 -0.340 -0.137 0.121
H -4.322521 2.939624 0.217354 0.243 -0.203 -0.076 0.112
H -3.008534 1.915068 0.798616 -0.095 0.002 -0.378 0.084
H -5.694122 0.721641 1.332918 -0.048 0.392 0.004 0.097
H -5.330648 2.296408 2.152957 -0.341 -0.222 -0.409 0.102
H -4.026485 1.300844 3.661448 0.059 -0.048 -0.255 0.105
H -2.971784 0.633428 2.428970 -0.248 0.256 -0.109 0.081
H -5.191504 -1.103748 2.306255 0.026 0.109 0.225 0.088
H -5.010451 -0.665459 4.048166 -0.380 -0.276 -0.453 0.100
H -3.133748 -1.965680 4.317522 0.070 0.259 -0.213 0.069
H -3.627691 -2.720404 2.824445 0.111 0.203 0.135 0.064
H -2.403988 -1.460090 2.770912 -0.234 0.098 0.119 0.061
H -2.809637 -0.449342 0.637965 0.340 0.228 -0.312 0.070
H -3.945750 -2.340525 0.500053 -0.017 0.256 -0.165 0.090
H -4.666529 -1.686049 -0.968250 0.293 0.107 -0.019 0.107
H -2.532943 -3.858124 -0.626223 0.165 0.294 -0.216 0.058
H -2.711669 -3.009649 -2.223862 0.126 -0.040 0.282 0.059
H -4.048627 -3.875073 -1.500259 0.243 0.125 0.059 0.081
```
Forces are in eV/Å.

Calculated values
- LUMO: 0.57 eV
- DFT total energy: -2356.77180 a.u.
- Frontier orbital gap: 9.902 eV

# 2
DFT (the ωB97M-V functional and the def2-TZVPD basis) results for a cluster of 2 separate species, H4SSi2 in total.

Geometry as XYZ:
```
7
Properties=species:S:1:pos:R:3:forces:R:3:mulliken_spin:R:1
Si 1.189527 -0.591844 -3.665291 0.440 0.367 2.489 1.778
Si -1.054789 0.353931 2.201776 0.353 -0.987 2.703 0.002
S -1.752109 0.724882 4.035663 0.695 -0.336 -1.632 0.000
H 0.615821 -0.664914 -2.212426 -0.605 -0.321 -1.309 0.117
H 2.505844 -0.091485 -3.116851 0.161 -0.045 -1.171 0.103
H -0.024334 -0.640854 1.748154 -0.177 0.192 0.545 0.000
H -1.479959 0.910285 1.008975 -0.867 1.130 -1.625 0.000
```
Forces are in eV/Å.

Calculated values
- LUMO (alpha / beta): -0.85 / -2.59 eV
- DFT total energy: -979.38374 a.u.
- Energy relative to the best compared isomer or geometry (same formula, charge and spin): 0.649 eV
- Frontier orbital gap (alpha / beta): 6.807 / 6.742 eV
- Spin multiplicity: 3

# 3
DFT (the ωB97M-V functional and the def2-TZVPD basis) results for a structure of composition C6H10NO2S2Zr.

Geometry as XYZ:
```
22
Properties=species:S:1:pos:R:3:forces:R:3:lowdin_charge:R:1
Zr -0.723034 0.134274 -0.976760 0.180 -0.339 0.470 1.366
N -2.256241 2.030496 -0.097607 0.069 -0.789 -1.842 -0.017
C -1.304370 3.139916 -0.166381 0.597 1.036 1.049 -0.123
C -0.262386 2.451434 -0.997409 0.778 -0.761 0.172 -0.610
O 0.637615 1.783626 -0.341946 -1.176 0.250 -1.355 -0.086
O -0.641405 2.046298 -2.153955 0.610 -0.212 1.005 -0.082
H -2.963000 2.138284 -0.817078 -0.277 0.055 0.253 0.120
H -2.653097 1.819987 0.785961 -0.394 0.212 0.893 0.080
H -0.927289 3.331674 0.838567 0.132 -0.046 -0.156 0.142
H -1.657397 4.087293 -0.556158 -0.404 -0.135 -0.319 0.139
C 1.771964 -2.752324 -0.703588 0.652 -0.810 0.103 -0.111
C 0.456168 -2.085430 -0.439066 0.059 -0.075 -0.201 -0.815
S -0.660366 -2.160696 -1.779756 -0.339 0.533 -0.273 0.652
C 0.204765 -1.472687 0.763180 -0.707 0.629 -0.366 -0.781
C 1.282203 -1.296337 1.773295 0.260 0.452 0.467 -0.094
S -1.338145 -0.684491 1.150648 0.207 -0.259 0.094 0.670
H 1.709099 -3.394139 -1.588149 -0.129 0.019 0.302 0.077
H 2.106260 -3.358124 0.164511 -0.321 0.234 -0.588 0.099
H 2.588096 -2.072012 -0.922201 0.044 0.437 0.077 0.099
H 1.997912 -2.117114 1.676799 -0.043 0.341 0.401 0.079
H 0.837474 -1.244208 2.776869 0.321 -0.213 -0.253 0.089
H 1.795173 -0.325719 1.610221 -0.120 -0.556 0.068 0.109
```
Forces are in eV/Å.

Calculated values
- LUMO: -5.07 eV
- DFT total energy: -1283.13681 a.u.
- Energy relative to the best compared isomer or geometry (same formula, charge and spin): 0.000 eV
- Frontier orbital gap: 7.777 eV
- Net charge: +1

# 4
DFT (the ωB97M-V functional and the def2-TZVPD basis) results for a structure of composition C11H20N3.

Geometry as XYZ:
```
34
Properties=species:S:1:pos:R:3:forces:R:3:lowdin_charge:R:1
C -1.689181 1.880718 -0.512476 -0.642 1.379 0.006 0.042
C -1.122169 0.813954 -0.076555 4.094 0.606 1.006 -0.210
C -0.795096 3.006586 0.033616 -1.374 1.115 -1.319 -0.141
C 2.595599 -1.414063 -0.792164 -0.918 3.145 1.326 -0.090
C 2.942122 -1.181671 0.763087 0.462 0.153 -2.565 -0.126
C -2.735420 -2.265847 0.073241 0.706 1.200 -0.383 -0.077
C 0.587947 2.494586 0.179027 1.548 0.519 -1.196 -0.168
C -2.314662 -1.251083 -0.991213 -1.663 0.731 -1.405 -0.087
C -2.382194 -1.112073 1.017744 1.223 -1.270 0.715 -0.042
C 1.914682 -0.011458 -1.041198 -1.357 -1.638 -1.402 -0.163
C 1.908462 -0.226335 1.325586 0.998 -0.062 0.779 -0.166
N -1.415641 -0.548286 -0.020433 -1.493 -0.529 -0.146 -0.001
N 0.264373 1.133558 0.468039 -1.660 -2.932 0.182 -0.049
N 1.130662 0.061067 0.154368 -1.762 0.726 2.000 -0.225
H -2.608884 1.933719 -1.078391 -0.077 0.405 0.345 0.124
H -0.849414 3.812975 -0.662284 -0.028 1.084 0.024 0.112
H -1.104866 3.271838 1.025198 -0.759 0.466 0.382 0.121
H 3.442822 -1.511139 -1.414056 1.051 -0.359 -0.453 0.090
H 1.872963 -2.177410 -1.024085 -0.185 -0.453 0.256 0.093
H 3.002729 -2.142752 1.155460 0.266 -1.377 1.417 0.082
H 3.906464 -0.687526 0.732227 0.295 -0.267 0.360 0.112
H -3.816524 -2.442551 0.017793 0.712 -1.040 0.242 0.132
H -1.923088 -3.030920 0.076059 -1.453 -0.127 0.332 0.141
H 1.122164 2.533304 -0.787727 -0.128 0.061 0.014 0.121
H 1.255698 3.134468 0.872877 -1.312 -1.541 -0.443 0.163
H -1.736605 -1.621777 -1.803132 0.100 -0.077 -1.010 0.122
H -3.222478 -0.608139 -1.308542 1.852 -0.769 0.411 0.173
H -3.186590 -0.439163 1.037728 -0.964 1.092 0.342 0.120
H -1.969558 -1.312677 1.994472 0.211 0.133 0.204 0.136
H 2.550993 0.807129 -1.329909 0.769 0.428 0.539 0.112
H 1.138052 -0.036592 -1.818225 0.439 -0.166 -0.480 0.119
H 1.316553 -0.620361 2.207755 0.473 0.505 -1.192 0.138
H 2.404887 0.733499 1.605980 -0.215 -0.718 0.419 0.127
H -0.484804 -0.975565 -0.079861 0.791 -0.425 0.694 0.163
```
Forces are in eV/Å.

Calculated values
- LUMO: -2.49 eV
- DFT total energy: -595.01966 a.u.
- Energy relative to the best compared isomer or geometry (same formula, charge and spin): 3.963 eV
- Frontier orbital gap: 9.578 eV
- Net charge: +1